Entry 1:
Density functional theory data (the ωB97M-V functional and the def2-TZVPD basis) for a molecular structure, C51H37BCl4F4N8O2V.

ORCA input file:
```
! wB97M-V def2-TZVPD RIJCOSX def2/J DEFGRID3
* xyz -1 3
V 1.3946 -0.7679 -1.0481
Cl -6.2571 4.9100 3.3079
C -4.9676 3.8336 2.8686
C -3.7459 3.9251 3.5145
C -2.7187 3.0691 3.1595
C -2.8851 2.0992 2.1613
C -4.1386 2.0332 1.5335
C -5.1708 2.8859 1.8789
C -1.8137 1.1960 1.7408
C -0.3727 1.6679 1.6206
C 0.2612 2.6493 2.5513
C 0.5512 1.4121 2.7830
C 0.1735 1.4196 0.2277
C -0.2015 2.1700 -0.9322
C -1.0516 3.3698 -0.8087
C -2.3136 3.3992 -1.4031
C -3.1682 4.4718 -1.2089
C -2.7568 5.5267 -0.4123
Cl -3.8405 6.8529 -0.1237
C -1.4980 5.5364 0.1649
C -0.6496 4.4621 -0.0420
C 0.0835 1.6128 -2.1802
N 0.5982 0.3572 -2.3064
C 0.4808 -0.0331 -3.6131
C 0.4966 -1.3869 -3.9403
C 0.3788 -1.7499 -5.3688
C 1.2819 -1.2315 -6.2968
C 1.1268 -1.4598 -7.6544
C 0.0504 -2.2118 -8.0937
Cl -0.1820 -2.4685 -9.7976
C -0.8482 -2.7599 -7.1929
C -0.6779 -2.5303 -5.8381
C 0.3455 -2.3746 -2.9252
C 0.2087 -3.7787 -3.1206
C -0.2775 -4.2998 -1.9542
C -0.4553 -3.2125 -1.0316
N 0.0444 -2.0677 -1.6115
C -1.3087 -3.2917 0.0981
C -1.8045 -2.1943 0.8258
C -3.0326 -2.1840 1.6312
C -3.2514 -0.8950 1.9641
C -2.1025 -0.1352 1.4457
N -1.2766 -0.9744 0.7740
C -1.9000 -4.6360 0.3626
C -3.0984 -5.0113 -0.2398
C -3.6175 -6.2848 -0.0700
C -2.9296 -7.1951 0.7158
Cl -3.5580 -8.8056 0.9090
C -1.7483 -6.8400 1.3428
C -1.2397 -5.5615 1.1634
C 0.0165 1.0959 -4.3859
C -0.2407 2.0969 -3.5052
N 0.8442 0.3409 0.0149
H -3.6076 4.6523 4.3035
H -1.7834 3.1224 3.6962
H -4.2858 1.3087 0.7433
H -6.1293 2.8255 1.3808
H 0.3989 3.6914 2.7813
H 1.0128 0.6279 3.3570
H -2.6341 2.5522 -1.9971
H -4.1558 4.4818 -1.6504
H -1.1902 6.3790 0.7703
H 0.3508 4.4611 0.3699
H 2.1208 -0.6452 -5.9430
H 1.8299 -1.0561 -8.3700
H -1.6805 -3.3488 -7.5538
H -1.3921 -2.9399 -5.1360
H 0.4295 -4.3097 -4.0321
H -0.5160 -5.3306 -1.7496
H -3.6339 -3.0480 1.8706
H -4.0471 -0.4872 2.5683
H -3.6242 -4.2954 -0.8601
H -4.5391 -6.5747 -0.5566
H -1.2257 -7.5609 1.9571
H -0.3117 -5.2793 1.6450
H -0.1401 1.0955 -5.4524
H -0.6217 3.0817 -3.7229
C 3.7046 3.6970 3.7331
C 4.4707 2.7160 4.6178
C 3.5804 2.1806 5.7394
C 5.0950 1.5972 3.7689
N 4.1525 0.6169 3.2697
C 3.6793 0.4357 2.0242
N 2.9276 -0.6349 2.0197
N 2.9579 -1.1193 3.2772
N 3.6824 -0.3817 4.0377
H 3.2273 4.4657 4.3437
H 2.9306 3.1754 3.1671
H 4.3703 4.1878 3.0209
H 5.3142 3.2436 5.0739
H 2.6361 1.8113 5.3390
H 3.3587 2.9784 6.4504
H 4.0634 1.3630 6.2745
H 5.8417 1.0608 4.3553
H 5.5796 2.0379 2.8981
H 3.8867 1.0752 1.1811
C 2.4487 -3.6347 0.7894
C 3.0188 -3.1952 -0.5570
O 3.8043 -3.8954 -1.1596
O 2.6225 -2.0174 -0.9792
H 2.1252 -4.6719 0.7164
H 1.6350 -2.9840 1.1016
H 3.2454 -3.5717 1.5308
F 3.3672 0.5866 -1.2132
B 3.5570 2.0303 -1.2347
F 4.9246 2.2771 -1.1376
F 2.9120 2.5840 -0.1065
F 3.0183 2.5298 -2.4165
*
```

The highest occupied orbital energy (alpha / beta) comes out at -4.1 / -5.1 eV. The value obtained for the total energy is -5763.54468 a.u. Its expectation value of S² is 2.2092.

Entry 2:
Density functional theory data (the ωB97M-V functional and the def2-TZVPD basis) for 5 unconnected molecules or ions with the total composition C8H24IO8.

ORCA input file:
```
! wB97M-V def2-TZVPD RIJCOSX def2/J DEFGRID3
* xyz -1 1
I -0.1792 -16.2157 7.0484
C -3.4961 -17.0778 11.0667
C -2.5238 -17.3844 9.9574
O -1.1986 -17.8185 10.4155
O -2.9944 -16.1437 12.0957
H -3.8281 -17.9438 11.6420
H -4.3317 -16.6546 10.5280
H -2.3226 -16.5920 9.2294
H -2.9879 -18.1214 9.2717
H -0.6754 -17.8086 9.6342
H -1.9950 -16.3426 12.1214
C 0.7290 -15.1063 3.6034
C 1.5849 -16.3482 3.3400
O 2.3335 -16.8534 4.4550
O 1.5491 -14.1413 4.2749
H -0.1262 -15.3892 4.2224
H 0.3539 -14.5999 2.7061
H 2.3962 -16.0845 2.6206
H 1.0663 -17.1719 2.9859
H 1.7485 -17.1153 5.1580
H 1.5256 -14.3814 5.2131
C 3.5446 -17.5432 8.1154
C 4.3417 -16.5337 7.2521
O 5.1934 -16.9993 6.2102
O 2.6439 -18.2951 7.3805
H 3.0089 -16.9782 8.8852
H 4.3751 -18.2341 8.4824
H 4.9770 -16.0311 7.9614
H 3.4900 -15.8828 6.9313
H 4.5796 -17.5114 5.6393
H 1.7652 -17.9272 7.5698
C -0.6599 -13.3941 9.7834
C 0.7502 -13.3001 10.3714
O 1.6641 -13.0030 9.3448
O -1.1304 -12.0730 9.3550
H -1.3444 -13.8063 10.5045
H -0.6824 -14.0565 8.9406
H 1.0068 -14.2560 10.9049
H 0.7307 -12.4076 11.0095
H 1.5572 -13.7855 8.7599
H -0.6178 -11.9127 8.5691
*
```

The highest occupied orbital energy comes out at -5.6 eV. The value obtained for the total energy is -1218.85958 a.u.

Entry 3:
Density functional theory data (the ωB97M-V functional and the def2-TZVPD basis) for a molecular structure, CH16MnO11P.

ORCA input file:
```
! wB97M-V def2-TZVPD RIJCOSX def2/J DEFGRID3
* xyz -1 6
O 7.3819 24.6415 9.5349
H 7.0279 23.6472 9.6325
H 8.0032 24.6855 8.7345
H 7.8361 24.8936 10.3454
Mn 8.3213 23.1637 6.4560
C 10.0872 25.7311 7.6944
O 9.1749 24.6756 7.7381
H 9.9298 26.4128 6.8477
H 10.1019 26.2713 8.6469
H 11.0972 25.3326 7.5178
P 6.5978 21.8788 8.1694
O 6.4068 23.0714 7.2154
O 5.7283 20.6193 7.9203
O 6.5019 22.3265 9.6105
O 8.0701 21.6331 7.7430
O 5.2501 25.3936 7.2204
H 4.6915 25.3239 6.4445
H 5.7570 24.5312 7.2455
O 8.0514 24.5072 4.8191
H 7.5361 25.3040 4.6522
H 8.4749 24.3056 3.9790
O 7.5657 21.9003 4.7563
H 7.4344 21.9034 3.8041
H 7.0662 21.1312 5.0752
O 10.2341 22.3682 5.6683
H 11.1545 22.6490 5.6474
H 10.1715 21.6712 5.0060
O 4.6812 22.7537 5.2398
H 4.3761 23.6281 4.9874
H 5.3687 22.9167 5.9422
*
```

The highest occupied orbital energy (alpha / beta) comes out at -3.3 / -3.5 eV. The value obtained for the total energy is -2367.89915 a.u. Its expectation value of S² is 8.7538.

Entry 4:
Density functional theory data (the ωB97M-V functional and the def2-TZVPD basis) for a gas-phase ion, C3H9N2 (charge +1).

ORCA input file:
```
! wB97M-V def2-TZVPD RIJCOSX def2/J DEFGRID3
* xyz 1 1
C 1.4290 -0.1564 0.4924
C 0.1215 -0.2293 -0.1464
N 0.0635 -0.7525 -1.5216
C -1.0944 0.2364 0.2673
N -1.3275 0.9115 1.4306
H 1.9554 0.6817 0.0165
H 2.0541 -0.9959 0.2922
H 1.4146 0.2091 1.6429
H -0.2833 -1.7482 -1.5971
H 0.9530 -0.9215 -1.9502
H -0.4287 -0.1806 -2.2255
H -1.9591 0.1654 -0.3994
H -0.5817 1.3891 2.0608
H -2.3164 1.3911 1.6376
*
```

The SMILES is C/C([NH3+])=C\N. The highest occupied orbital energy comes out at -12.5 eV. The value obtained for the total energy is -228.91989 a.u.

Entry 5:
Density functional theory data (the ωB97M-V functional and the def2-TZVPD basis) for 2 unconnected molecules or ions with the total composition H3O2SSi.

ORCA input file:
```
! wB97M-V def2-TZVPD RIJCOSX def2/J DEFGRID3
* xyz -1 1
O 0.1049 1.2258 0.2432
O 2.9300 -1.2461 0.1955
Si -1.0730 0.2392 0.0193
S 2.7228 0.1734 -0.2272
H -2.1147 0.7974 -0.9062
H -0.7405 -1.0793 -0.5857
H -1.8295 -0.1105 1.2612
*
```

The highest occupied orbital energy (alpha / beta) comes out at -4.1 / -4.2 eV. The value obtained for the total energy is -839.94353 a.u.

Entry 6:
Density functional theory data (the ωB97M-V functional and the def2-TZVPD basis) for a single C20H22N4O2S molecule.

ORCA input file:
```
! wB97M-V def2-TZVPD RIJCOSX def2/J DEFGRID3
* xyz 0 1
N 4.4046 -1.8588 1.2985
C 3.3077 -1.1936 2.0325
C 3.3987 0.3263 1.8194
N 3.3788 0.7522 0.3795
C 2.3198 0.6981 -0.4919
C 1.0542 0.4993 -0.0080
C -0.0752 0.5021 -0.8352
N -1.3222 0.2250 -0.3254
C -2.4198 1.1665 -0.5319
C -2.3769 2.1047 0.6361
S -2.6614 1.1730 2.1582
O -1.3878 0.8790 2.8364
O -3.5513 1.9624 3.0385
C -3.5029 -0.4072 1.6999
C -4.7658 -0.6827 2.1831
C -5.3912 -1.8993 1.7932
C -4.7493 -2.8270 0.9663
C -3.4759 -2.5405 0.5013
C -2.8444 -1.3248 0.8641
C -1.4701 -1.0807 0.3741
N 0.0399 0.6992 -2.1408
C 1.2614 0.8418 -2.6627
C 1.3764 1.0153 -4.0715
C 2.6172 1.2836 -4.6695
C 3.7270 1.4039 -3.8696
C 3.6961 1.2036 -2.4551
C 2.4355 0.9111 -1.8698
H 4.2797 -1.7299 0.2881
H 4.4750 -2.8435 1.5621
H 3.3976 -1.4539 3.0819
H 2.3344 -1.5276 1.6807
H 2.5860 0.8322 2.3383
H 4.3146 0.6946 2.2412
H 4.2724 0.9247 0.0027
H 0.9700 0.3677 1.0673
H -3.3777 0.6155 -0.6174
H -2.2656 1.7005 -1.4434
H -3.1829 2.8380 0.5402
H -1.4480 2.5971 0.7115
H -5.3195 -0.0004 2.8444
H -6.4208 -2.1135 2.0875
H -5.2816 -3.7530 0.6932
H -2.9168 -3.2336 -0.1096
H -1.1056 -1.8953 -0.2291
H -0.8544 -1.1272 1.2623
H 0.4700 0.9300 -4.6699
H 2.7258 1.4157 -5.7302
H 4.7036 1.6602 -4.3564
H 4.6205 1.2693 -1.8956
*
```

The SMILES is NCCNc1cc(N2CCS(=O)(=O)c3ccccc3C2)nc2ccccc12. The highest occupied orbital energy comes out at -7.8 eV. The value obtained for the total energy is -1542.97982 a.u.